1.
{
  "formula": "C6H13NO",
  "method": "the ωB97M-V functional and the def2-TZVPD basis",
  "symbols": ["C", "H", "H", "C", "H", "O", "C", "H", "C", "C", "N", "H", "H", "C", "H", "H", "H", "H", "H", "H", "H"],
  "coordinates": [[-1.1181, -0.9839, -0.2634], [0.0043, 2.3177, 0.0953], [0.2665, -0.4685, -2.4696], [1.1261, -0.3937, 1.7298], [0.7765, 1.1804, -2.1466], [-1.9060, -0.9617, 0.8891], [1.0725, -0.3019, 0.2099], [-0.9485, 0.8107, -2.4439], [-0.0257, 0.4595, -1.9688], [-0.7510, 1.5307, 0.1867], [2.1945, -0.1263, -0.4506], [0.1438, -0.3548, 2.1996], [1.7447, 0.4151, 2.1259], [-0.2470, 0.2437, -0.4621], [-0.9793, 1.4088, 1.2482], [-1.7171, -1.2684, -1.1306], [-0.0947, -1.7148, -0.0207], [1.5706, -1.3569, 1.9927], [-2.4280, -1.7795, 0.9175], [-1.6730, 1.8657, -0.2990], [2.9889, -0.5222, 0.0604]],
  "forces_ev_per_angstrom": [[2.56, -2.07, 0.88], [-0.10, -0.08, -0.09], [0.03, 0.05, 0.13], [-0.45, -1.08, -0.12], [-0.17, -0.09, 0.07], [-0.59, -0.05, 0.34], [2.51, 4.46, -0.99], [0.06, 0.02, 0.17], [0.07, -0.11, 0.12], [-0.02, 0.01, 0.21], [-2.15, -1.58, 0.49], [0.02, -0.01, -0.09], [-0.08, -0.13, -0.18], [1.00, -0.11, 0.05], [0.04, -0.07, -0.11], [0.34, -0.15, -0.12], [-3.44, 0.16, -1.22], [0.12, 0.12, 0.23], [0.27, 0.42, 0.02], [0.13, -0.02, 0.00], [-0.14, 0.32, 0.22]],
  "smiles": "[H]/N=C(\\C)C(C)(C)CO",
  "e_tot_ha": -366.3425,
  "spin_multiplicity": 1,
  "mol_weight_g_mol": 115.176,
  "e_above_lowest_kcal_mol": 57.34,
  "gap_ev": 10.189
}

2.
{
  "formula": "C6H13NO",
  "method": "the ωB97M-V functional and the def2-TZVPD basis",
  "symbols": ["C", "H", "H", "H", "H", "H", "H", "H", "N", "O", "C", "C", "H", "H", "H", "C", "H", "H", "C", "C", "H"],
  "coordinates": [[-0.5635, -0.2468, -0.8162], [1.3180, -2.1025, 0.0113], [0.1751, 0.1117, -2.6589], [-2.8603, 0.3090, 1.9933], [3.1648, 0.9465, -0.5720], [1.7650, -1.4637, 1.5739], [-2.3943, 0.8668, -0.3769], [-2.3471, -1.1446, 1.1278], [-0.3995, 0.5632, -1.9582], [-0.8134, -1.4435, -0.8561], [-2.0230, -0.1643, 1.4787], [2.1081, 1.0523, -0.3536], [1.6592, 2.0046, -0.5990], [-1.2179, 1.0605, -2.2802], [0.1674, 0.3389, 0.4157], [1.3803, 0.0346, 0.0840], [-1.1521, 1.6509, 0.5597], [2.9302, -1.4215, 0.2329], [1.8789, -1.3054, 0.4995], [-1.5629, 0.6720, 0.3017], [-1.2132, -0.3187, 2.1928]],
  "forces_ev_per_angstrom": [[-6.05, 1.11, 0.03], [-0.06, 0.02, -0.04], [-0.43, 0.13, -0.18], [0.09, 0.04, 0.04], [0.09, -0.03, 0.16], [0.05, 0.12, 0.01], [-0.25, 0.05, 0.07], [0.03, 0.04, 0.00], [1.37, 0.01, 0.34], [1.67, 0.42, 0.43], [0.20, -0.03, -0.21], [-0.06, -0.18, -0.28], [-0.06, 0.01, -0.03], [0.13, -0.27, 0.15], [4.10, -0.90, -0.59], [-1.42, 0.92, 1.85], [0.26, -0.13, 0.03], [0.03, 0.02, 0.07], [0.03, -0.24, -0.17], [0.29, -1.09, -1.77], [0.00, 0.00, 0.10]],
  "smiles": "CCC(N)=O.C=CC",
  "e_tot_ha": -366.2847,
  "spin_multiplicity": 1,
  "mol_weight_g_mol": 115.176,
  "e_above_lowest_kcal_mol": 93.63,
  "gap_ev": 9.822
}

3.
{
  "formula": "C6H13NO",
  "method": "the ωB97M-V functional and the def2-TZVPD basis",
  "symbols": ["H", "C", "H", "H", "H", "C", "H", "C", "H", "H", "H", "N", "H", "H", "H", "H", "C", "C", "O", "H", "C"],
  "coordinates": [[0.9526, 0.2065, -1.8690], [0.9275, -1.8872, 1.0168], [-0.8283, 1.6287, 0.2688], [1.0613, -1.2787, 1.9928], [-2.6506, -1.0410, -0.2147], [-0.6757, -0.4076, 0.2092], [-0.6181, 0.9916, -2.1848], [-1.7700, -0.7173, -0.8619], [0.7754, 1.9919, -1.7911], [-0.6591, -0.5274, 2.1601], [1.7130, -2.6089, 0.9385], [0.3055, -1.4823, 0.0423], [-1.4165, -1.4726, -1.6454], [-2.2064, 0.2179, -1.2741], [2.0456, 0.4204, 0.5928], [0.9307, 1.1952, 1.7735], [0.3555, 1.0531, -1.5354], [0.0187, 0.9136, -0.1231], [-1.2828, -0.4326, 1.4062], [1.7201, 2.0637, 0.3405], [1.3014, 1.1727, 0.7579]],
  "forces_ev_per_angstrom": [[0.37, 0.16, -0.06], [2.31, 1.36, 2.83], [1.69, -0.65, -1.05], [-0.90, -1.09, -0.77], [1.07, -0.50, -1.14], [0.93, -1.00, -3.36], [1.84, 0.15, 1.03], [-1.47, -0.11, 1.01], [0.78, 0.82, -0.12], [-0.49, 0.22, -0.88], [0.20, -0.83, -0.29], [-1.19, -0.24, -1.61], [-0.74, 1.27, 1.21], [0.63, -0.58, -0.19], [0.31, -0.63, 0.10], [0.68, 0.45, 0.47], [-2.68, -0.82, -2.83], [-0.84, 1.18, 3.08], [-0.67, 0.28, 3.14], [0.24, 0.98, 0.58], [-2.08, -0.44, -1.16]],
  "smiles": "C=N[C@@](C)(O)C(C)C",
  "e_tot_ha": -366.3371,
  "spin_multiplicity": 1,
  "mol_weight_g_mol": 115.176,
  "e_above_lowest_kcal_mol": 60.76,
  "gap_ev": 10.235
}

4.
{
  "formula": "C6H13NO",
  "method": "the ωB97M-V functional and the def2-TZVPD basis",
  "symbols": ["O", "H", "C", "H", "H", "C", "H", "C", "C", "H", "N", "C", "H", "H", "H", "H", "H", "H", "H", "H", "C"],
  "coordinates": [[2.9163, -2.3083, -0.3121], [1.9004, 0.0728, 0.4272], [0.6560, -1.6262, 2.0940], [2.6768, -3.1959, -0.7081], [-1.3579, -1.2910, 1.2554], [-0.1538, 0.2788, 0.5766], [-3.3467, 1.5658, -1.9630], [-1.2358, 1.1081, -0.0073], [-2.3967, 2.1717, -2.0093], [0.2296, -2.5268, 2.5896], [1.2147, 0.6989, 0.5735], [-0.3632, -0.9469, 1.3161], [1.0518, -1.0737, 2.8853], [-2.0555, 1.4389, 0.7022], [-2.1486, 2.1517, -3.1352], [-0.4279, 1.1867, -1.9138], [3.5823, -2.1087, -0.9502], [1.4070, 1.6013, 0.0372], [1.5810, -1.8009, 1.4557], [-2.4842, 3.1290, -1.5995], [-1.2457, 1.4746, -1.3143]],
  "forces_ev_per_angstrom": [[-0.77, -2.14, -0.72], [2.48, -2.95, -0.54], [1.08, -1.97, -1.12], [-0.22, 1.24, 1.16], [-1.00, -0.56, 0.22], [1.43, -3.97, 3.01], [0.87, 0.79, 0.38], [-0.33, 0.62, -0.64], [0.48, -2.67, -2.22], [0.61, 0.21, -0.74], [-3.45, 5.41, -0.98], [-0.47, 5.18, -2.99], [0.45, 1.50, 1.45], [0.87, -0.63, -1.05], [-0.44, 0.66, 1.69], [0.92, -0.41, -0.63], [1.08, 0.95, -0.53], [-0.51, -1.88, 1.08], [-1.15, -0.61, 0.82], [-0.60, 1.62, 0.18], [-1.31, -0.40, 2.17]],
  "smiles": "C/C=C(N)/C=C/C.O",
  "e_tot_ha": -366.3225,
  "spin_multiplicity": 1,
  "mol_weight_g_mol": 115.176,
  "e_above_lowest_kcal_mol": 69.90,
  "gap_ev": 7.634
}

5.
{
  "formula": "C6H13NO2",
  "method": "the ωB97M-V functional and the def2-TZVPD basis",
  "symbols": ["C", "H", "H", "H", "H", "C", "H", "C", "H", "H", "C", "H", "O", "H", "O", "H", "C", "H", "H", "H", "C", "N"],
  "coordinates": [[0.3418, -0.5207, 0.0095], [-0.2351, -1.7624, -1.6363], [1.1478, -2.3503, -0.7110], [1.8415, 1.5100, -1.4635], [-1.3859, 1.6938, -1.4730], [1.9905, 1.3590, -0.3953], [1.3746, 2.0791, 0.1533], [-0.8824, 0.4020, -0.1379], [-2.0937, -0.8577, 1.1570], [-1.0912, 1.3210, 1.5801], [1.2120, -0.3993, 1.2075], [1.6605, -1.2901, 1.6286], [-0.8139, 1.5521, 0.6882], [1.0026, 0.3827, 1.9318], [-0.9043, 0.8586, -1.4590], [-3.0049, 0.3564, 0.2355], [-2.1819, -0.3562, 0.1958], [-0.4854, -2.5220, -0.0504], [3.0406, 1.5312, -0.1542], [-2.3957, -1.0879, -0.5756], [0.1710, -1.8817, -0.6354], [1.6914, -0.0177, -0.0956]],
  "forces_ev_per_angstrom": [[-0.32, -0.08, -0.20], [-0.06, -0.09, -0.15], [0.05, -0.05, 0.01], [0.06, 0.10, 0.01], [-0.06, -0.04, 0.04], [-0.01, 0.41, 0.05], [0.08, -0.01, -0.08], [-0.29, -0.52, 0.48], [-0.03, -0.09, 0.12], [-0.04, -0.05, -0.04], [0.00, -0.06, 0.33], [0.01, -0.10, 0.06], [0.14, 0.25, -0.03], [-0.01, 0.07, -0.08], [0.16, 0.13, -0.18], [-0.02, 0.05, -0.01], [0.33, 0.25, -0.18], [-0.11, -0.09, -0.01], [-0.01, 0.04, -0.05], [-0.01, -0.12, -0.02], [0.00, 0.21, 0.14], [0.14, -0.22, -0.20]],
  "smiles": "CN1C[C@@]1(C)C(C)(O)O",
  "e_tot_ha": -441.6090,
  "spin_multiplicity": 1,
  "mol_weight_g_mol": 131.175,
  "e_above_lowest_kcal_mol": 44.54,
  "gap_ev": 9.345
}

6.
{
  "formula": "C6H13NO2",
  "method": "the ωB97M-V functional and the def2-TZVPD basis",
  "symbols": ["C", "H", "H", "O", "H", "H", "C", "H", "H", "C", "O", "H", "C", "H", "H", "C", "C", "H", "H", "N", "H", "H"],
  "coordinates": [[-0.9113, 1.8896, 0.3424], [-1.5932, 1.8575, -1.6804], [-0.7733, -0.5639, 0.1277], [0.4329, -1.1955, -2.1199], [-2.7191, 2.3201, -0.5391], [-0.4382, 2.9375, 0.3581], [-1.9339, 1.5977, -0.7193], [0.0493, -1.3273, 2.0305], [1.1132, -0.1647, 1.9663], [-1.2990, 1.3821, 1.6926], [1.6371, -2.2433, -0.6045], [-2.3291, 1.3316, 2.0578], [0.2441, -0.5231, 0.1979], [-2.3945, 0.4991, -0.8948], [-0.6539, 1.9820, 2.4843], [0.4736, 1.0148, 0.0087], [0.8076, -1.3099, -0.9741], [1.1872, 1.4349, 0.8105], [0.7815, 1.3684, -1.0748], [0.8700, -0.9575, 1.5151], [1.8057, -2.0974, 0.4482], [-0.9723, 0.3287, 1.8067]],
  "forces_ev_per_angstrom": [[3.20, -1.74, -0.81], [0.79, 0.28, -1.31], [-2.78, -1.01, 0.23], [0.10, 0.47, 0.61], [-0.87, -0.26, 0.02], [-1.57, -1.23, -0.22], [-1.61, -1.00, -0.17], [1.13, -0.12, 0.00], [1.22, 2.99, 1.88], [1.45, 0.47, 3.15], [1.71, -0.51, 2.90], [-0.09, 0.75, -0.52], [3.90, 2.32, -0.11], [1.20, 2.39, 1.12], [-1.42, -1.25, -1.22], [-0.33, 2.42, -0.44], [-0.97, -0.28, -0.47], [-0.51, -0.81, -1.50], [-0.29, -1.08, 2.23], [-3.17, -3.37, -2.70], [-0.68, -0.25, -2.73], [-0.41, 0.82, 0.06]],
  "smiles": "CC(C)C[C@H](N)C(=O)O",
  "e_tot_ha": -441.5990,
  "spin_multiplicity": 1,
  "mol_weight_g_mol": 131.175,
  "e_above_lowest_kcal_mol": 50.85,
  "gap_ev": 10.553
}

7.
{
  "formula": "C6H13NO2S2",
  "method": "the ωB97M-V functional and the def2-TZVPD basis",
  "symbols": ["C", "H", "C", "H", "H", "H", "H", "O", "H", "H", "S", "C", "H", "H", "N", "C", "C", "H", "H", "H", "H", "O", "S", "C"],
  "coordinates": [[-0.3833, -1.9716, -3.0218], [0.0164, -1.1632, -3.5575], [-0.0796, 1.6591, 2.3232], [3.8709, 1.0493, 1.9646], [-0.3780, 1.1806, -0.6189], [-0.9010, -3.3352, -0.5311], [0.5137, -2.2976, -2.4749], [2.7070, 0.6626, -0.3261], [-1.9815, 0.9482, 1.6760], [-0.1278, -1.7735, -0.2615], [-2.7841, -0.8540, -2.0517], [-1.3172, -1.6881, -1.9169], [-0.7486, -2.6995, -3.7009], [0.3061, 1.0349, 3.1857], [-0.9861, 0.9155, 1.4830], [-0.4885, 1.6770, 0.3635], [-1.0580, -2.2645, -0.5529], [-0.4814, 2.5179, 2.8691], [-1.9587, -2.1151, 0.0430], [1.4407, 2.7677, 1.0246], [-0.9543, 2.6446, -0.0123], [2.9977, 0.7891, 2.0860], [1.9718, 0.4170, 0.8895], [0.8038, 1.8988, 1.1185]],
  "forces_ev_per_angstrom": [[1.58, -0.34, 2.09], [-0.26, 1.58, -0.88], [0.80, -1.27, 3.45], [2.35, 0.79, -1.27], [-0.10, -0.53, 0.44], [0.42, -0.38, -0.48], [0.03, -0.73, -0.59], [0.35, 0.18, -1.55], [0.15, 0.10, 0.00], [-0.11, -0.02, 0.86], [2.08, -0.76, -0.41], [-3.83, 0.88, 0.29], [-0.35, -0.82, -0.49], [0.11, 0.41, -0.93], [-1.14, 0.09, -0.43], [0.30, 0.76, -3.59], [-0.16, 0.16, -0.71], [-0.08, 0.51, -0.68], [0.63, 0.52, 0.37], [-0.10, 0.28, -0.11], [0.05, -0.70, 1.31], [-3.06, -0.85, 1.96], [-0.67, 0.72, 0.88], [1.01, -0.57, 0.45]],
  "e_tot_ha": -1237.9004,
  "spin_multiplicity": 1,
  "mol_weight_g_mol": 195.309,
  "e_above_lowest_kcal_mol": 0.00,
  "gap_ev": [8.355, 8.354]
}

8.
{
  "formula": "C6H13NO3",
  "method": "the ωB97M-V functional and the def2-TZVPD basis",
  "symbols": ["H", "C", "C", "H", "O", "O", "H", "H", "H", "H", "H", "H", "C", "C", "C", "H", "H", "O", "H", "N", "H", "C", "H"],
  "coordinates": [[0.2172, 1.3182, -0.9791], [0.2443, -2.7329, -2.2850], [-0.1943, -1.3522, -1.8481], [-1.8924, -0.1427, 0.6476], [-0.5866, -1.1766, -0.5714], [-0.2196, -0.5066, -2.7256], [-0.3698, -3.0762, -3.1258], [0.3314, 1.6780, 3.1446], [0.1208, -3.4382, -1.4448], [2.2053, 1.0406, 0.1697], [-0.6239, 2.9972, 0.6106], [-2.0095, 0.2365, -1.1307], [-0.2393, 1.0674, 2.4444], [1.7353, 0.5213, 1.0190], [-1.3389, 0.0298, -0.3048], [1.6988, -0.5593, 0.7576], [1.2983, -2.6891, -2.5935], [-1.1963, 2.3898, 0.1126], [2.3204, 0.6526, 1.9166], [0.4126, 1.1071, 1.1283], [-1.2766, 1.3818, 2.3361], [-0.4050, 1.2155, -0.0979], [-0.2320, 0.0379, 2.8197]],
  "forces_ev_per_angstrom": [[0.48, 0.02, 0.00], [0.05, -0.61, 1.56], [-0.07, 0.33, -2.14], [0.31, -0.08, -0.86], [-0.05, -0.12, -0.42], [-0.31, 0.18, 1.37], [0.16, 0.34, 0.21], [-0.25, 0.17, 0.05], [0.24, 0.09, -0.45], [0.33, -0.27, 0.33], [-0.15, -0.31, -0.31], [-0.20, -0.08, -0.08], [0.38, -0.95, -1.09], [-0.76, -0.31, -1.35], [-0.14, 0.34, 0.73], [0.16, 0.33, 0.33], [-0.39, -0.04, 0.08], [-0.23, -0.33, -0.52], [0.08, 0.18, 0.27], [0.19, 0.47, -0.40], [0.15, 0.24, 0.24], [0.18, 0.46, 2.24], [-0.15, -0.05, 0.24]],
  "smiles": "CC(=O)OC[C@@H](O)N(C)C",
  "e_tot_ha": -516.8717,
  "spin_multiplicity": 1,
  "mol_weight_g_mol": 147.174,
  "e_above_lowest_kcal_mol": 42.27,
  "gap_ev": 9.130
}